Record 1
A cluster of 7 separate species, C17H32N2O30S7 in total in a non-equilibrium geometry. Source: the OMol25 dataset; level of theory: ωB97M-V/def2-TZVPD.

The SMILES is CCN[C@]1(OC#N)OS(=O)(=O)O[C@H]1O.O=S1(=O)OCCO1.O=S1(=O)OCCO1.O=S1(=O)OCCO1.O=S1(=O)OCCO1.O=S1(=O)OCCO1.O=S1(=O)OCCO1.

Structure (XYZ):
```
88
C17H32N2O30S7, DFT ωB97M-V/def2-TZVPD
C 0.93 2.92 -2.31
C 0.05 1.92 -1.53
N 0.40 1.75 -0.12
C 1.54 0.93 0.17
O 1.10 -0.04 1.18
C 1.09 0.50 2.36
N 1.07 0.82 3.46
O 2.51 1.77 0.79
S 3.98 1.52 0.19
O 4.92 1.49 1.24
O 4.28 2.36 -0.92
O 3.62 0.09 -0.44
C 2.25 0.20 -0.97
O 1.86 -1.12 -1.14
H 0.61 3.94 -2.09
H 0.78 2.79 -3.38
H 1.99 2.84 -2.04
H -0.07 0.97 -2.05
H -0.95 2.37 -1.53
H 0.53 2.66 0.33
H 2.37 0.71 -1.93
H 2.62 -1.60 -1.50
C 4.06 -0.69 4.86
C 5.05 0.45 4.92
O 5.02 0.86 6.30
S 4.76 -0.41 7.24
O 5.99 -0.89 7.73
O 3.67 -0.11 8.10
O 4.25 -1.41 6.09
H 3.03 -0.33 4.83
H 4.23 -1.35 4.01
H 4.77 1.28 4.27
H 6.06 0.12 4.68
C 1.06 -5.52 2.04
C -0.37 -5.02 2.16
O -0.34 -3.72 1.56
S 0.73 -3.71 0.37
O 0.05 -3.92 -0.87
O 1.59 -2.60 0.55
O 1.49 -5.06 0.76
H 1.70 -5.08 2.80
H 1.12 -6.60 2.10
H -0.70 -4.95 3.20
H -1.06 -5.65 1.60
C -1.37 2.08 7.12
C -0.98 0.63 7.01
O -2.23 -0.08 7.06
S -3.38 0.80 6.38
O -3.56 0.37 5.04
O -4.46 0.90 7.29
O -2.58 2.19 6.36
H -1.59 2.36 8.15
H -0.61 2.75 6.72
H -0.32 0.31 7.81
H -0.51 0.41 6.05
C -2.70 -4.34 -3.87
C -2.38 -3.11 -3.06
O -2.76 -2.01 -3.91
S -4.02 -2.44 -4.80
O -5.21 -1.97 -4.18
O -3.73 -2.18 -6.16
O -3.93 -4.02 -4.55
H -1.94 -4.54 -4.63
H -2.83 -5.23 -3.25
H -1.32 -3.04 -2.81
H -2.98 -3.06 -2.15
C 4.47 7.94 -1.58
C 4.45 7.16 -2.88
O 5.10 5.92 -2.56
S 4.80 5.52 -1.04
O 3.74 4.59 -1.01
O 6.03 5.27 -0.39
O 4.24 6.95 -0.56
H 5.44 8.39 -1.40
H 3.70 8.70 -1.54
H 4.97 7.67 -3.68
H 3.42 6.93 -3.19
C -7.30 -1.66 -6.93
C -7.19 -3.17 -6.95
O -8.54 -3.64 -6.84
S -9.52 -2.60 -7.58
O -9.79 -3.07 -8.89
O -10.56 -2.25 -6.67
O -8.48 -1.38 -7.69
H -7.44 -1.29 -5.91
H -6.44 -1.18 -7.37
H -6.59 -3.55 -6.13
H -6.78 -3.52 -7.90
```

=====

Record 2
A structure of composition C17H32N3O6S2. Source: the OMol25 dataset; level of theory: ωB97M-V/def2-TZVPD.

Its charge is -1.

Structure (XYZ):
```
60
C17H32N3O6S2, DFT ωB97M-V/def2-TZVPD
C -0.48 2.69 0.68
C -1.68 2.14 -0.10
C -1.35 0.88 -0.91
C -2.51 -0.11 -1.02
S -2.94 -1.09 0.43
O -2.99 -0.15 1.53
O -4.17 -1.74 0.04
N -1.86 -2.23 0.60
S -0.33 -2.07 0.96
O 0.06 -3.17 1.81
O 0.05 -0.73 1.38
C 0.49 -2.40 -0.63
C 1.59 -3.45 -0.57
C 2.90 -3.01 0.10
O 2.83 -1.64 0.53
C 3.98 -0.93 0.48
C 4.13 -0.09 -0.77
O 4.79 -0.96 1.35
H 0.16 1.87 1.03
H -0.80 3.24 1.57
H 0.12 3.37 0.07
H -2.05 2.91 -0.79
H -2.49 1.92 0.60
H -0.48 0.39 -0.47
H -1.08 1.16 -1.93
H -2.37 -0.83 -1.82
H -3.45 0.43 -1.21
H -0.31 -2.76 -1.28
H 0.86 -1.45 -1.02
H 1.20 -4.32 -0.04
H 1.81 -3.75 -1.60
H 3.73 -3.11 -0.61
H 3.13 -3.63 0.98
H 4.55 -0.69 -1.58
H 4.80 0.74 -0.56
H 3.16 0.30 -1.09
C 8.51 2.85 -1.67
C 7.66 3.98 -1.09
C 6.24 3.53 -0.73
C 5.50 3.08 -1.91
N 4.92 2.70 -2.83
H 8.07 2.47 -2.59
H 9.52 3.19 -1.89
H 8.58 2.02 -0.96
H 7.61 4.80 -1.81
H 8.13 4.37 -0.19
H 5.68 4.34 -0.26
H 6.28 2.70 -0.02
C -6.91 -1.79 1.73
C -8.03 -0.79 1.95
C -9.43 -1.42 1.93
C -9.80 -1.99 0.63
N -10.10 -2.41 -0.40
H -6.96 -2.25 0.74
H -5.94 -1.31 1.79
H -6.94 -2.59 2.48
H -7.99 0.00 1.20
H -7.92 -0.31 2.92
H -10.20 -0.69 2.19
H -9.49 -2.23 2.67
```

=====

Record 3
A cluster of 7 separate species, C17H32O9 in total in a non-equilibrium geometry. Source: the OMol25 dataset; level of theory: ωB97M-V/def2-TZVPD.

The SMILES is Oc1ccc(O)cc1.Oc1ccc(O)cc1.CO.CO.CO.CO.CO. The energy relative to the best compared isomer or geometry (same formula, charge and spin) comes out at 0.0 kJ/mol.

Structure (XYZ):
```
58
C17H32O9, DFT ωB97M-V/def2-TZVPD
C -8.55 -16.00 74.07
O -9.15 -16.94 73.12
H -8.94 -16.06 75.02
H -8.78 -15.02 73.66
H -7.45 -16.16 74.12
H -10.11 -16.92 73.20
C -4.51 -16.81 71.74
O -3.24 -16.19 71.65
H -5.24 -16.03 71.76
H -4.54 -17.37 72.58
H -4.53 -17.60 70.89
H -2.78 -16.08 72.46
C -9.80 -17.27 78.35
O -9.17 -16.02 78.34
H -9.20 -17.92 79.03
H -9.78 -17.84 77.44
H -10.69 -17.34 78.62
H -9.22 -15.67 79.24
C -4.34 -9.48 71.62
O -2.97 -9.20 72.09
H -5.13 -10.04 72.05
H -4.05 -9.92 70.68
H -4.90 -8.45 71.51
H -2.80 -8.14 71.74
C -1.59 -11.89 73.45
O -2.46 -11.33 74.45
H -1.80 -12.87 73.33
H -0.62 -11.91 73.93
H -1.54 -11.40 72.47
H -2.83 -10.66 73.96
C -2.73 -21.31 79.13
C -2.18 -20.02 79.39
C -2.61 -18.96 78.65
C -3.70 -19.10 77.76
C -4.40 -20.35 77.77
C -3.94 -21.44 78.37
O -4.39 -22.69 78.30
O -2.02 -17.70 78.82
H -2.24 -22.19 79.59
H -1.30 -20.09 80.11
H -3.80 -18.25 77.28
H -5.32 -20.44 76.94
H -3.80 -23.28 78.00
H -1.53 -17.67 79.71
C -5.12 -15.44 75.52
C -4.81 -14.45 74.50
C -5.75 -13.45 74.33
C -6.90 -13.31 75.18
C -7.05 -14.20 76.27
C -6.28 -15.27 76.34
O -6.55 -16.27 77.18
O -5.60 -12.52 73.29
H -4.55 -16.33 75.74
H -3.97 -14.44 73.82
H -7.55 -12.33 75.01
H -7.85 -14.18 77.00
H -7.50 -16.11 77.41
H -4.72 -12.21 73.03
```

=====

Record 4
A cluster of 6 separate species, C17H33Br11NO3P in total in a non-equilibrium geometry. Source: the OMol25 dataset; level of theory: ωB97M-V/def2-TZVPD.

The SMILES is CC[C@@H](Br)[C@H]1C[C@@](N)([PH2]=O)C(=O)O1.BrCCBr.BrCCBr.BrCCBr.BrCCBr.BrCCBr.

Structure (XYZ):
```
66
C17H33Br11NO3P, DFT ωB97M-V/def2-TZVPD
C 3.94 -0.70 -1.75
C 3.57 -2.01 -2.58
C 2.72 -3.11 -1.78
Br 3.22 -3.35 0.13
C 1.12 -2.91 -1.86
C 0.47 -1.61 -1.19
C -0.77 -1.29 -2.17
N -1.89 -0.83 -1.29
P -0.54 0.18 -3.39
O 0.79 -0.04 -4.16
C -0.88 -2.67 -2.97
O -1.87 -3.35 -3.32
O 0.52 -2.98 -3.20
H 3.07 0.06 -1.65
H 4.73 -0.13 -2.38
H 4.43 -0.88 -0.74
H 2.98 -1.66 -3.51
H 4.51 -2.53 -2.98
H 2.92 -4.12 -2.30
H 0.72 -3.91 -1.42
H 0.22 -1.98 -0.12
H 1.12 -0.68 -1.12
H -1.62 -0.82 -0.29
H -2.03 0.18 -1.50
H -0.37 1.34 -2.54
H -1.65 0.31 -4.29
Br -4.13 4.38 -2.26
C -4.33 2.47 -2.57
C -5.10 1.82 -1.45
Br -3.98 1.59 0.13
H -3.33 2.06 -2.70
H -4.88 2.39 -3.51
H -5.40 0.81 -1.73
H -5.98 2.38 -1.13
Br 0.21 -0.35 1.58
C 2.12 -0.15 1.90
C 2.49 1.31 2.07
Br 2.53 2.24 0.36
H 2.64 -0.63 1.07
H 2.32 -0.70 2.81
H 3.50 1.40 2.47
H 1.80 1.85 2.71
Br -1.38 2.80 3.89
C -2.20 1.08 4.29
C -3.65 1.23 4.66
Br -3.86 1.91 6.47
H -1.60 0.62 5.08
H -2.09 0.50 3.37
H -4.16 0.27 4.65
H -4.19 1.92 4.00
Br -3.50 8.16 -0.60
C -1.58 8.08 -0.26
C -0.96 6.87 -0.91
Br -1.34 5.25 0.11
H -1.45 8.11 0.82
H -1.18 9.00 -0.70
H 0.13 6.95 -0.91
H -1.31 6.70 -1.92
Br 4.06 -4.84 3.76
C 3.25 -6.60 3.56
C 2.94 -6.90 2.12
Br 1.35 -5.95 1.53
H 2.37 -6.62 4.21
H 4.00 -7.30 3.95
H 2.71 -7.96 1.99
H 3.75 -6.63 1.44
```

=====

HOMO level, respectively: -10.6, -6.0, -7.8, -9.5 eV.
E, respectively: -158391.134, -56574.626, -36567.141, -805551.163 eV.
Lowest unoccupied orbital energy, respectively: -0.2, 2.2, 0.4, 0.2 eV.